Formula: C17H43FNO9PSSi2
Source: OMol25
Level of theory: wB97M-V/def2-TZVPD

Summary:
* gap between HOMO and LUMO: 8.952 eV
* charge: 0

CARTESIAN COORDINATES (ANGSTROEM)
1 C -2.5922 -0.2789 2.5241
2 O -2.0525 1.0407 2.7835
3 C -1.7335 1.7020 1.5204
4 C -1.0384 3.1048 1.8252
5 C 0.5464 3.1222 1.4861
6 C 1.3255 2.2517 2.6009
7 C 2.2313 1.0608 1.9504
8 C 1.4120 -0.3000 2.1257
9 C 2.3588 -1.6343 2.1777
10 Si 2.2735 -2.4087 0.4341
11 C 3.1175 -1.1326 -0.7648
12 C 2.2132 -0.7582 -2.0359
13 C 1.2434 0.4830 -1.6792
14 S -0.1305 0.7155 -2.9018
15 O -0.1733 -0.3450 -3.9662
16 O 0.0325 2.0712 -3.5492
17 O -1.5593 0.6949 -1.9949
18 O 3.1582 -3.8888 0.2327
19 Si 3.4341 -4.7334 1.7049
20 F 4.0505 -6.2899 1.2447
21 C 1.8737 -5.0789 2.7512
22 C 1.2087 -6.5079 2.5194
23 O 1.7819 -7.5319 2.9503
24 P 0.2209 -2.7515 -0.3106
25 N -0.7817 -3.5846 0.8773
26 O 0.3627 -3.8860 -1.6291
27 H -2.5325 -0.8551 3.5024
28 H -3.6817 -0.2186 2.1678
29 H -1.9477 -0.7727 1.7054
30 H -2.7140 1.7920 0.9195
31 H -1.0260 1.0702 0.8804
32 H -1.5764 3.9082 1.2018
33 H -1.1444 3.4433 2.9154
34 H 0.7248 2.7786 0.4174
35 H 0.8756 4.2115 1.6512
36 H 2.0364 2.9025 3.2234
37 H 0.5390 1.8560 3.3196
38 H 3.2417 1.0821 2.4705
39 H 2.3892 1.3808 0.8626
40 H 0.8774 -0.2459 3.1439
41 H 0.5583 -0.4294 1.3612
42 H 1.8920 -2.2802 3.0064
43 H 3.4494 -1.3593 2.4033
44 H 4.0919 -1.6085 -1.1568
45 H 3.4305 -0.1756 -0.2381
46 H 1.6730 -1.6325 -2.5192
47 H 2.9348 -0.3521 -2.8371
48 H 1.9294 1.4062 -1.6620
49 H 0.7790 0.4173 -0.6439
50 H -2.1788 0.0509 -2.4125
51 H 4.5211 -4.1247 2.4991
52 H 1.0482 -4.3010 2.6659
53 H 2.2103 -5.0609 3.8546
54 H 0.1859 -6.5976 2.0043
55 H -0.3980 -4.5360 1.0495
56 H -1.6750 -3.7772 0.3815
57 H 1.2907 -3.8894 -1.9616
58 C -1.1697 -0.8266 -8.0400
59 C -0.1666 0.3041 -8.1597
60 O -0.3101 1.2064 -7.0714
61 H -2.1895 -0.4340 -8.0245
62 H -1.0732 -1.5251 -8.8751
63 H -1.0245 -1.3748 -7.1047
64 H -0.3286 0.8624 -9.0841
65 H 0.8582 -0.0821 -8.1643
66 H -0.1564 0.7072 -6.2561
67 C -5.0964 5.3110 2.8162
68 C -3.8754 6.2037 2.9172
69 O -2.9348 5.8684 1.9033
70 H -4.8122 4.2603 2.9160
71 H -5.8242 5.5548 3.5938
72 H -5.5761 5.4206 1.8392
73 H -3.3872 6.0753 3.8852
74 H -4.1515 7.2572 2.8067
75 H -3.3694 5.9927 1.0499

Formula: C17H43N12O22
Source: OMol25
Level of theory: wB97M-V/def2-TZVPD

Summary:
* gap between HOMO and LUMO: 3.151 eV
* charge: -1
* relative energy (zero: lowest compared OMol25 entry of this formula, charge and spin): 101.3 kcal per mole

CARTESIAN COORDINATES (ANGSTROEM)
1 C 1.9011 -1.0207 1.8482
2 C 1.9658 -1.9027 0.7272
3 N 2.1815 -3.2201 -0.0473
4 C 3.4775 -3.8801 0.3978
5 C 3.5486 -4.2382 1.9971
6 C 4.9795 -3.5875 2.5558
7 C 3.5231 -5.8851 2.2878
8 H 1.6699 -0.3679 2.8207
9 H 3.5300 -4.9214 -0.1775
10 H 4.4424 -3.2918 0.0837
11 H 2.6802 -3.7971 2.6459
12 H 5.8731 -4.0083 1.8993
13 H 4.9216 -2.4366 2.3309
14 H 5.1243 -3.7749 3.7121
15 H 3.0430 -5.9890 3.3731
16 H 4.6089 -6.3343 2.3008
17 H 2.8039 -6.3776 1.5071
18 C 0.1233 2.3546 1.0620
19 N -0.9753 2.6453 2.0224
20 O -2.0930 2.8816 1.5493
21 O -0.6845 2.6280 3.2242
22 H -0.2736 2.4038 0.0459
23 H 0.8987 3.1090 1.2102
24 H 0.4967 1.3524 1.2822
25 C 3.2729 3.3332 -1.8495
26 N 2.1743 3.6239 -0.8891
27 O 1.0566 3.8602 -1.3623
28 O 2.4651 3.6066 0.3126
29 H 2.8760 3.3825 -2.8657
30 H 4.0483 4.0876 -1.7013
31 H 3.6464 2.3311 -1.6294
32 C -3.4012 0.0065 -0.5972
33 N -1.9766 -0.4227 -0.6039
34 O -1.7515 -1.6382 -0.5756
35 O -1.1245 0.4728 -0.6376
36 H -4.0373 -0.8806 -0.5664
37 H -3.5554 0.6227 0.2910
38 H -3.5779 0.5764 -1.5117
39 C 4.7133 1.6636 3.5423
40 N 5.1869 0.7242 2.4902
41 O 6.0003 -0.1429 2.8300
42 O 4.7286 0.8838 1.3528
43 H 5.1961 1.4075 4.4878
44 H 4.9875 2.6733 3.2302
45 H 3.6298 1.5522 3.6199
46 C -2.5075 1.4241 5.9318
47 N -3.0012 0.1063 6.4151
48 O -3.7468 0.1084 7.4015
49 O -2.6262 -0.8929 5.7905
50 H -2.9145 2.2100 6.5714
51 H -1.4171 1.4078 5.9871
52 H -2.8512 1.5475 4.9028
53 C 1.0760 5.6928 -5.2659
54 N 2.3320 5.4592 -4.5032
55 O 2.6995 6.3521 -3.7307
56 O 2.9134 4.3860 -4.7014
57 H 0.6742 6.6710 -4.9937
58 H 1.3249 5.6601 -6.3285
59 H 0.3752 4.8997 -4.9974
60 C -6.4807 -3.2407 1.0422
61 N -6.8040 -2.1085 0.1325
62 O -5.9456 -1.7862 -0.6971
63 O -7.9103 -1.5754 0.2771
64 H -5.4816 -3.6113 0.8036
65 H -6.5174 -2.8618 2.0656
66 H -7.2297 -4.0183 0.8793
67 C 2.4277 2.1545 -7.5449
68 N 2.0780 3.2162 -8.5269
69 O 1.6744 4.2942 -8.0752
70 O 2.2187 2.9374 -9.7234
71 H 2.2563 2.5360 -6.5362
72 H 1.7854 1.2948 -7.7465
73 H 3.4811 1.9060 -7.6895
74 C -8.5478 -7.4328 -0.5505
75 N -7.8261 -6.1416 -0.3898
76 O -6.5903 -6.1817 -0.3770
77 O -8.5206 -5.1243 -0.2812
78 H -7.8156 -8.2387 -0.6339
79 H -9.1752 -7.5716 0.3323
80 H -9.1497 -7.3630 -1.4587
81 C -6.6248 1.2243 2.2080
82 N -5.3688 0.9907 2.9707
83 O -5.0013 1.8836 3.7431
84 O -4.7874 -0.0824 2.7724
85 H -7.0266 2.2026 2.4802
86 H -6.3759 1.1916 1.1453
87 H -7.3256 0.4312 2.4764
88 C 6.7145 1.2458 -2.3679
89 N 6.3648 2.3075 -3.3498
90 O 5.9611 3.3855 -2.8982
91 O 6.5055 2.0287 -4.5463
92 H 6.5430 1.6273 -1.3591
93 H 6.0722 0.3861 -2.5695
94 H 7.7678 0.9973 -2.5125

Formula: C17H43NO5
Source: OMol25
Level of theory: wB97M-V/def2-TZVPD

Summary:
* gap between HOMO and LUMO: 7.196 eV
* charge: 0
* relative energy (zero: lowest compared OMol25 entry of this formula, charge and spin): 61.7 kcal per mole
* SMILES: CC1(C)CCCC(C)(C)N1O.CCO.CCO.CCO.CCO

CARTESIAN COORDINATES (ANGSTROEM)
1 C 1.1954 3.7226 -2.2544
2 C 2.4054 4.4956 -1.6554
3 O 1.8804 5.2566 -0.5644
4 H 1.5684 3.2226 -3.0694
5 H 0.3184 4.2916 -2.6104
6 H 0.8454 2.9656 -1.5784
7 H 2.8864 5.1866 -2.3264
8 H 3.2354 3.9036 -1.1504
9 H 1.6694 4.5366 0.0436
10 C 2.9234 0.4716 -3.9904
11 C 3.4604 0.7376 -2.5774
12 O 3.1914 -0.2214 -1.6514
13 H 3.1954 -0.5574 -4.2294
14 H 3.4044 1.1836 -4.5844
15 H 1.8524 0.6156 -4.0004
16 H 3.1034 1.6306 -2.1404
17 H 4.5694 0.8756 -2.4754
18 H 3.6714 0.1636 -0.8324
19 C -0.2646 0.4816 -2.1214
20 C -0.0956 -0.8894 -2.6674
21 O 0.9354 -1.5074 -1.9574
22 H -1.0706 1.0176 -2.6614
23 H 0.7224 0.9496 -2.1704
24 H -0.6026 0.3426 -1.1394
25 H 0.1414 -0.8444 -3.7434
26 H -1.0166 -1.4854 -2.6514
27 H 1.7404 -0.9494 -1.9754
28 C -2.5556 2.8706 -0.3634
29 C -1.3966 3.1266 0.5906
30 O -1.9066 3.2256 1.8236
31 H -2.9426 1.8456 -0.2314
32 H -2.2066 2.8456 -1.4044
33 H -3.3586 3.6076 -0.4674
34 H -0.7876 3.9636 0.2496
35 H -0.7566 2.1936 0.6416
36 H -2.3686 2.4846 1.9876
37 C -1.2816 -0.0044 1.8936
38 C -0.2996 -1.1254 1.9066
39 C 0.2494 -1.5034 3.3066
40 C -0.7426 -2.3834 4.0056
41 C -0.9966 -3.6124 3.2036
42 C -1.5136 -3.3534 1.7826
43 N -0.7966 -2.2904 1.1576
44 O -1.0256 -2.0724 -0.0804
45 C -3.0246 -3.0104 1.9136
46 C -1.4146 -4.5834 0.9096
47 C 0.9384 -0.5944 1.1356
48 H -1.6416 0.2136 0.8916
49 H -0.8436 0.8666 2.2566
50 H -2.2146 -0.2504 2.5016
51 H 0.5304 -0.5864 3.9646
52 H 1.1454 -2.0424 3.0666
53 H -1.6636 -1.8234 4.1546
54 H -0.3996 -2.5814 5.0246
55 H -1.7306 -4.1994 3.6726
56 H -0.0696 -4.1664 3.2176
57 H -0.2216 -1.8024 -0.5464
58 H -3.6946 -3.7874 2.3056
59 H -3.4156 -2.7384 0.9716
60 H -3.1606 -2.1124 2.4606
61 H -2.0626 -4.5174 0.0336
62 H -1.6986 -5.4794 1.4286
63 H -0.3816 -4.8464 0.5516
64 H 1.6464 -0.0874 1.8066
65 H 0.6964 0.1276 0.3366
66 H 1.5034 -1.4134 0.6766

LUMO level / Ha: 0.004, 0.028, 0.007
Highest occupied orbital energy / eV: -8.85, -2.40, -7.00